[1]
Molecular formula: C19H12F7N7O2S
Method: DFT, ωB97M-V/def2-TZVPD

The value obtained for the highest occupied orbital energy is -8.392 eV. The calculation puts the molecular weight at 535.4 g mol⁻¹. The spin multiplicity is 1. The calculation puts the frontier orbital gap at 7.3 eV. Its SMILES is C[S@@](=N)(=O)c1ncc(NC(=O)c2cnn(-c3ccc(F)c4nccn34)c2C(F)(F)F)cc1C(F)(F)F. As for the energy above the lowest of the compared OMol25 structures with the same formula, charge and spin: 214.8 kJ/mol.

XYZ file:
```
48
Properties=species:S:1:pos:R:3:forces:R:3
O -0.624965 1.524864 1.917529 0.1 -0.3 -0.5
O 4.676317 5.826311 -1.481008 0.4 2.0 3.8
F -4.214254 -7.654729 0.610736 0.9 2.7 0.7
F 1.209046 -2.214812 0.934259 -0.3 0.2 0.6
F 0.022453 -3.911640 0.451525 -0.7 -0.4 0.3
F 0.163893 -2.263761 -0.919735 -1.1 0.2 1.1
F 1.930701 6.312780 0.162400 1.3 -1.7 -0.2
F 3.770622 5.212234 0.950379 0.1 1.1 -0.2
F 1.903203 5.231369 2.006957 0.3 -1.1 -1.8
N -2.758498 -1.828537 2.815234 0.2 1.4 -2.2
N -3.990480 -5.352246 -1.396937 0.1 1.6 0.8
N 5.100749 4.428113 -3.476842 -3.8 -0.1 1.5
N 3.080431 2.304279 -1.713786 -0.4 0.5 -0.8
C -0.414829 0.495366 1.289098 0.9 1.6 0.7
C -2.263029 -0.576173 2.574887 -0.3 -3.2 0.0
C -3.684513 -5.389008 -0.081288 0.4 0.6 -1.5
C -3.707073 -4.010784 -1.785734 0.4 -2.1 1.0
C -3.211789 -6.151634 2.216818 -0.2 -1.0 -0.4
C -2.628598 -4.892378 2.502369 -1.0 0.0 -1.6
C -3.716608 -6.374370 0.963763 -0.4 -2.4 -0.4
C -1.188089 -0.689951 1.681150 0.3 1.1 -1.5
C -3.167670 -3.295504 -0.751490 -0.6 -0.7 -1.8
C -2.580935 -3.905042 1.571952 -1.0 -2.3 0.5
C -1.137429 -1.960209 1.185231 -0.2 -0.5 1.2
C 2.322623 1.322033 -1.216540 0.2 0.9 0.9
C 3.042643 3.556805 -1.274527 -0.6 -0.6 0.6
C 1.486494 2.789702 0.363553 -1.5 1.1 2.0
C 1.415720 1.517011 -0.146869 0.2 -1.0 -0.7
C 2.322901 3.793797 -0.085775 -0.4 2.0 -0.4
N -2.117726 -2.637722 1.894532 1.0 1.4 -0.3
N -3.115454 -4.175105 0.296124 1.0 2.0 2.0
N 0.581442 0.423506 0.332919 0.6 0.0 -2.0
C 0.020045 -2.592757 0.434643 1.1 -0.4 -1.3
C 2.467099 5.169767 0.725384 -1.0 -0.5 1.3
C 2.715820 5.971729 -3.111970 -0.8 -2.2 -1.9
S 3.938305 4.930739 -2.278235 5.5 -1.1 -5.5
H 6.016065 4.813808 -3.155649 -1.2 -0.3 0.7
H -2.748889 0.323284 2.900870 0.3 0.0 0.7
H -3.713554 -3.615184 -2.794147 -0.5 -0.5 0.0
H -3.165355 -6.932676 3.020792 -0.4 0.7 -1.2
H -2.407402 -4.726369 3.501245 0.9 0.6 1.5
H -2.847287 -2.276533 -0.936534 0.3 -0.2 1.2
H 2.497779 0.358917 -1.635939 0.0 -0.7 -0.4
H 0.784084 3.063010 1.159060 0.5 -0.2 -0.1
H 0.611121 -0.395029 -0.327103 -0.1 1.3 1.2
H 2.805003 5.828744 -4.236435 -0.1 -0.2 1.5
H 2.728087 7.019038 -2.932145 1.0 0.7 0.8
H 1.791780 5.604946 -2.724718 -1.2 -0.2 -0.2
```
Forces are in eV/Å.

Atom charges from the Löwdin analysis, given in e for atoms 1 to 5: number 1, O, carries 0.0813; number 2, O, carries -0.3908; number 3, F, carries 0.0277; number 4, F, carries 0.1527; number 5, F, carries 0.1882

---

[2]
Molecular formula: C5H5NO2S
Method: DFT, ωB97M-V/def2-TZVPD

The value obtained for the highest occupied orbital energy (alpha / beta) is -7.703 / -7.703 eV. The calculation puts the molecular weight at 143.2 g mol⁻¹. The spin multiplicity is 1. The calculation puts the frontier orbital gap (alpha / beta) at 7.3 / 7.3 eV. As for the energy above the lowest of the compared OMol25 structures with the same formula, charge and spin: 467.2 kJ/mol.

XYZ file:
```
14
Properties=species:S:1:pos:R:3:forces:R:3
C 3.493598 -1.151368 0.491327 3.3 -0.6 0.0
C 2.387122 -0.989031 0.111934 -3.0 -0.4 -0.3
C 0.375973 0.346352 -0.168981 2.5 -2.3 -1.1
C 0.981666 -0.899844 -0.155934 -0.8 2.2 0.8
C -1.803172 1.471258 -0.379203 -1.4 0.5 4.7
N -0.964341 0.312280 -0.237828 -2.5 -2.1 0.0
O -2.443305 -1.208093 1.238973 -1.0 0.3 2.0
O 0.145549 -1.965262 -0.131926 -1.5 1.2 0.0
S -1.736167 -1.247057 0.021664 3.8 0.4 -2.5
H 4.549926 -1.391944 0.497839 -0.7 0.3 0.3
H 0.973985 1.224605 -0.329033 -0.3 0.4 0.3
H -1.383100 2.124827 -1.043877 0.6 1.3 -2.6
H -2.906109 1.220035 -0.518424 1.7 0.4 0.0
H -1.671624 2.153242 0.603474 -0.8 -1.6 -1.6
```
Forces are in eV/Å.

Atom charges from the Löwdin analysis, given in e for atoms 1 to 5: number 1, C, carries 0.1118; number 2, C, carries -0.0946; number 3, C, carries -0.1159; number 4, C, carries -0.4015; number 5, C, carries -0.1035

---

[3]
Molecular formula: C37H39CrN2O3
Method: DFT, ωB97M-V/def2-TZVPD

The value obtained for the highest occupied orbital energy (alpha / beta) is -3.031 / -4.040 eV. The calculation puts the molecular weight at 611.7 g mol⁻¹. As for the total charge: -1. The spin multiplicity is 5. The calculation puts the frontier orbital gap (alpha / beta) at 5.5 / 6.5 eV. As for the energy above the lowest of the compared OMol25 structures with the same formula, charge and spin: 0.0 kJ/mol.

XYZ file:
```
82
Properties=species:S:1:pos:R:3:forces:R:3
C -0.494185 -1.955895 -0.272391 0.9 0.5 -0.4
C -1.071539 -1.589416 -1.510038 1.3 -0.5 -0.8
C -0.041071 -1.033574 -2.339689 0.1 -1.1 0.1
H -2.085726 -1.817740 -1.829942 0.3 0.3 0.1
C 1.192472 -1.008116 -1.559444 -0.8 -0.9 0.4
C 0.865601 -1.545472 -0.259368 0.3 -1.2 -1.8
H 2.194459 -0.799763 -1.927485 -0.3 -0.1 0.2
C -1.842327 1.200757 1.208913 -0.8 0.5 -1.0
C -2.701200 0.435493 0.371966 0.6 1.2 0.0
C -2.575222 0.907967 -0.959914 -0.2 1.2 0.4
H -3.379830 -0.330047 0.725136 0.2 -0.2 -0.2
C -1.693030 2.049823 -0.951745 -0.9 -0.8 1.6
C -1.190058 2.196555 0.411734 -1.3 -0.3 -0.6
H -0.097797 -0.900349 -3.419676 -0.1 0.2 0.3
H 1.614447 -1.806427 0.478048 -0.4 0.4 0.0
H -0.975491 -2.541491 0.502912 -0.1 0.6 0.2
H -0.617059 3.052114 0.774115 0.0 -0.6 -0.1
H -3.134642 0.562969 -1.829137 0.3 0.0 0.2
H -1.841791 1.163203 2.291049 0.4 -0.2 -0.3
Cr -0.012232 0.677219 -0.931107 -0.7 -1.5 2.8
C -1.194396 2.863198 -2.102040 0.6 -0.2 -0.1
C -1.180374 4.340174 -1.727775 -0.1 0.5 -0.3
C -1.971269 2.601847 -3.386963 0.0 0.1 -0.2
H -2.179079 4.681516 -1.434325 0.1 -0.3 0.1
H -0.830556 4.918136 -2.582921 -0.3 0.1 0.3
H -0.488452 4.531471 -0.902395 -0.1 0.0 0.0
H -3.041173 2.787453 -3.248289 0.1 0.0 0.0
H -1.846785 1.566565 -3.732397 -0.1 0.1 0.1
H -1.594083 3.265955 -4.172707 -0.1 -0.1 0.0
C 0.254001 2.302755 -2.318173 0.8 0.5 -1.2
C 1.134436 3.084985 -3.271902 -0.2 1.0 0.0
H 0.177242 1.274007 -2.791350 0.1 0.6 0.4
H 0.845296 2.323292 -1.337013 -0.2 0.2 -0.6
O 0.904627 4.280581 -3.411723 0.9 -0.5 -0.7
N 2.151573 2.505127 -3.984509 0.4 0.0 0.0
C 2.776654 1.191604 -3.903538 -0.1 0.1 0.1
H 2.657229 3.165713 -4.563051 -0.3 0.1 0.3
C 2.079434 0.134709 -4.735602 0.0 -0.2 -0.5
C 2.554183 -1.181911 -4.682980 -0.4 0.0 -0.1
H 3.455518 -1.394830 -4.101789 -0.4 -0.1 0.0
C 1.873480 -2.202719 -5.346683 0.0 0.3 -0.2
H 2.220232 -3.234879 -5.255874 -0.1 0.3 -0.1
C 0.749621 -1.898519 -6.127887 0.0 0.2 0.1
H 0.207601 -2.694834 -6.643293 0.2 0.2 0.2
C 0.329446 -0.570224 -6.261355 0.4 0.1 0.1
H -0.526894 -0.307626 -6.887108 0.3 -0.2 0.2
C 1.012808 0.452225 -5.585061 0.0 -0.4 0.1
H 0.728936 1.499451 -5.719494 -0.1 -0.4 0.2
H 2.880702 0.850516 -2.857962 -0.2 0.2 -0.4
H 3.800198 1.314231 -4.292210 -0.2 0.0 0.2
C 0.074982 -4.919218 3.361035 0.0 -0.2 -0.1
C -0.851637 -3.729650 3.328766 -0.2 0.4 0.0
C -2.103271 -3.879213 2.732415 -0.3 -0.1 -0.2
C -3.001172 -2.813259 2.659196 0.3 -0.1 0.3
C -2.634765 -1.586744 3.190887 0.1 -0.2 0.0
C -1.367006 -1.404843 3.766628 0.0 -0.3 -0.2
N -1.097558 -0.122119 4.224939 -0.6 0.5 0.5
C 0.091473 0.504761 4.666304 0.6 0.2 0.2
C 0.213998 0.806616 6.032044 0.1 -0.1 -0.3
C 1.373905 1.399261 6.522984 0.0 0.2 -0.2
C 2.400296 1.764423 5.641949 -0.2 -0.1 -0.1
C 2.251383 1.542883 4.270471 -0.2 -0.1 0.4
C 1.111527 0.907853 3.779411 -0.2 -0.1 0.0
C 0.995006 0.587706 2.294551 -0.3 -0.8 -1.0
O 1.341561 1.465161 1.447559 0.1 -0.5 0.6
O 0.550298 -0.567040 2.043582 0.6 1.7 0.8
C -0.468106 -2.493501 3.870731 -0.6 0.0 -0.3
C 0.867673 -2.330720 4.511729 0.6 0.0 0.1
H 0.993907 -4.739415 2.785278 -0.2 0.0 0.2
H 0.363689 -5.192266 4.384310 0.0 0.1 -0.2
H -0.425509 -5.786727 2.917051 0.1 0.1 0.1
H -2.371090 -4.858522 2.330077 0.0 0.3 0.0
H -3.980221 -2.938009 2.198619 0.2 0.0 0.1
H -3.311531 -0.731593 3.147926 0.2 -0.2 -0.1
H -1.927857 0.428556 4.425300 0.3 -0.3 -0.1
H -0.610718 0.530702 6.695666 0.3 0.0 -0.1
H 1.465505 1.579546 7.595019 0.0 0.0 -0.3
H 3.310829 2.227702 6.018150 -0.2 -0.1 0.0
H 3.009416 1.845738 3.547503 -0.2 0.0 0.2
H 1.485736 -1.643351 3.919243 -0.2 -0.1 0.2
H 0.795234 -1.937798 5.533481 0.0 0.0 -0.2
H 1.400087 -3.284701 4.551628 -0.1 0.1 0.1
```
Forces are in eV/Å.

Atom charges from the Löwdin analysis, given in e for atoms 1 to 5: number 1, C, carries -0.0928; number 2, C, carries -0.1406; number 3, C, carries -0.2220; number 4, H, carries 0.1022; number 5, C, carries -0.2173

---

Q: Number 3 is which compound?
A: C37H39CrN2O3

---

Q: Which of these has the highest spin multiplicity?
A: C37H39CrN2O3

---

Q: Among the records above, which one has the lowest molecular weight?
A: C5H5NO2S